Entry 1:
ORCA calculation (wB97M-V/def2-TZVPD) on the ion C11H19N2 with charge +1 at a distorted geometry.

Properties
- multiplicity = 1
- frontier orbital gap (eV) = 7.83
- net charge = +1
- relative energy (zero: lowest compared OMol25 entry of this formula, charge and spin) (kcal per mole) = 120.3
- structure (SMILES) = C=C=C/C=C\N(C)/[NH+]=C(/C)CCC
- energy (eV) = -14684.3288

Last column: Löwdin charge in e.
Cartesian coordinates (Å):
C  3.686  -0.400  -1.552  0.02
C  2.798  0.530  -1.689  -0.11
C  1.957  1.528  -1.880  -0.08
C  0.790  1.907  -1.068  -0.10
C  0.459  1.585  0.137  -0.12
N  1.092  0.447  0.770  -0.17
C  2.403  0.676  1.374  -0.04
N  0.275  -0.186  1.657  0.10
C  -0.904  -0.744  1.382  -0.19
C  -1.964  -0.953  2.418  0.00
C  -1.154  -1.152  -0.055  -0.13
C  -2.490  -0.550  -0.467  -0.25
C  -2.939  -1.012  -1.909  -0.07
H  4.597  -0.253  -0.851  0.11
H  3.745  -1.322  -2.053  0.05
H  2.106  2.218  -2.739  0.13
H  0.360  2.766  -1.471  0.09
H  -0.520  2.014  0.498  0.15
H  3.150  -0.196  1.163  0.12
H  2.723  1.621  0.853  0.11
H  2.473  0.943  2.405  0.07
H  0.250  0.257  2.572  0.18
H  -2.847  -1.571  2.019  0.12
H  -2.310  0.006  2.771  0.10
H  -1.561  -1.613  3.248  0.13
H  -0.239  -0.954  -0.656  0.13
H  -1.381  -2.286  0.092  0.18
H  -2.282  0.571  -0.526  0.12
H  -3.283  -0.587  0.314  0.10
H  -2.954  -2.115  -1.957  0.08
H  -2.184  -0.663  -2.609  0.07
H  -3.852  -0.509  -2.187  0.07

---

Entry 2:
ORCA calculation (wB97M-V/def2-TZVPD) on a cluster of 2 separate species, C4H6FP in total at a distorted geometry.

Properties
- multiplicity = 1
- frontier orbital gap (spin up / spin down) (eV) = 7.28 / 7.41
- relative energy (zero: lowest compared OMol25 entry of this formula, charge and spin) (kcal per mole) = 97.7
- energy (eV) = -16245.3310

Last column: Löwdin charge in e.
Cartesian coordinates (Å):
C  -0.634  0.095  -1.052  -0.07
C  -1.439  -0.190  0.209  -0.11
C  -0.134  -0.796  -0.031  -0.54
C  -0.280  0.048  1.210  -0.04
F  0.464  -1.985  -0.141  0.06
P  3.011  0.461  -0.136  0.52
H  -1.067  -0.525  -1.841  0.11
H  -0.343  1.143  -1.343  0.12
H  -2.440  -0.639  0.469  0.15
H  -0.367  -0.422  2.090  0.05
H  0.271  1.066  1.185  0.10
H  2.960  1.745  -0.619  -0.36

---

Entry 3:
ORCA calculation (wB97M-V/def2-TZVPD) on a structure of composition C32H18IrN10O7S2Se at a distorted geometry.

Properties
- multiplicity = 1
- frontier orbital gap (spin up / spin down) (eV) = 5.59 / 5.59
- net charge = +1
- relative energy (zero: lowest compared OMol25 entry of this formula, charge and spin) (kcal per mole) = 125.2
- energy (eV) = -152553.1617

Last column: Löwdin charge in e.
Cartesian coordinates (Å):
Ir  -0.259  -0.145  -0.005  1.46
S  -0.244  1.137  7.580  1.09
N  -0.069  2.170  6.357  -0.21
C  -0.299  1.532  5.217  -0.29
C  -0.232  2.076  3.895  -0.06
C  0.048  3.422  3.632  0.05
C  0.088  3.846  2.322  0.01
C  -0.074  2.903  1.306  -0.08
N  -0.315  1.625  1.536  0.03
C  -0.462  1.205  2.807  -0.13
C  -0.876  -0.166  3.024  -0.14
N  -1.229  -0.899  1.950  0.01
C  -1.585  -2.162  2.121  -0.15
C  -1.612  -2.781  3.371  -0.01
C  -1.289  -2.045  4.490  0.05
C  -0.930  -0.704  4.327  -0.06
C  -0.623  0.159  5.426  -0.29
N  -0.624  -0.162  6.713  -0.21
H  0.217  4.098  4.456  0.13
H  0.257  4.880  2.065  0.13
H  -0.008  3.206  0.271  0.10
H  -1.861  -2.718  1.234  0.12
H  -1.911  -3.813  3.451  0.13
H  -1.298  -2.459  5.486  0.13
O  1.501  -3.619  -0.963  -0.03
C  0.545  -2.910  -1.301  -0.63
O  -0.285  -2.424  -0.483  -0.22
C  0.332  -2.593  -2.747  -0.05
C  0.341  -3.576  -3.707  0.08
C  0.071  -3.250  -5.035  -0.13
C  -0.240  -1.942  -5.391  0.09
C  -0.302  -0.967  -4.423  -0.06
C  0.040  -1.217  -3.049  -0.28
O  0.132  -0.278  -2.212  -0.15
N  -0.820  0.327  -4.794  -0.33
O  -0.447  0.813  -5.832  0.12
O  -1.636  0.816  -4.039  0.08
N  0.041  -4.298  -6.032  -0.37
O  -0.275  -3.980  -7.156  0.09
O  0.316  -5.418  -5.666  0.09
H  0.545  -4.609  -3.455  0.14
H  -0.474  -1.702  -6.419  0.14
N  -3.750  -0.310  -0.303  0.13
C  -3.252  0.709  -1.012  -0.65
N  -1.993  1.059  -0.991  -0.01
C  -1.757  2.161  -1.773  -0.36
C  -0.519  2.746  -2.029  -0.07
C  -0.468  3.866  -2.833  -0.06
C  -1.622  4.406  -3.401  -0.06
C  -2.856  3.818  -3.188  -0.07
C  -2.908  2.698  -2.382  -0.47
S  -4.294  1.725  -1.977  1.15
H  -3.093  -0.926  0.152  0.07
H  -4.699  -0.609  -0.452  0.11
H  0.376  2.280  -1.635  0.10
H  0.486  4.323  -3.040  0.11
H  -1.551  5.283  -4.026  0.11
H  -3.749  4.217  -3.642  0.12
Se  1.437  -2.927  1.357  1.36
N  1.570  -1.159  1.193  -0.26
C  2.846  -0.817  1.435  -0.35
C  3.366  0.485  1.465  -0.04
C  4.690  0.657  1.769  -0.07
C  5.547  -0.441  2.011  -0.07
C  5.076  -1.723  1.999  -0.01
C  3.709  -1.937  1.741  -0.36
N  3.093  -3.120  1.762  -0.19
H  2.723  1.323  1.242  0.09
H  5.094  1.654  1.837  0.11
H  6.590  -0.250  2.209  0.11
H  5.714  -2.571  2.188  0.12

---

Entry 4:
ORCA calculation (wB97M-V/def2-TZVPD) on an isolated molecule of C3H3N3O2 at a distorted geometry.

Properties
- multiplicity = 1
- frontier orbital gap (eV) = 10.60
- relative energy (zero: lowest compared OMol25 entry of this formula, charge and spin) (kcal per mole) = 88.6
- structure (SMILES) = [H]/N=C(\C#N)NOC=O
- energy (eV) = -11722.1169

Last column: Löwdin charge in e.
Cartesian coordinates (Å):
H  2.097  1.641  -0.730  0.08
N  1.174  1.706  -0.273  0.19
C  0.996  0.577  0.253  -0.43
C  1.718  -0.647  0.009  -0.13
N  2.283  -1.621  -0.292  0.19
N  -0.202  0.391  0.966  0.07
O  -0.778  -0.858  0.592  -0.02
C  -1.850  -0.771  -0.180  -0.33
O  -2.417  0.236  -0.493  0.10
H  -0.892  1.085  0.614  0.13
H  -2.129  -1.739  -0.467  0.13

---

Entry 5:
ORCA calculation (wB97M-V/def2-TZVPD) on a structure of composition C18H60Ca2O30P4S2 at a distorted geometry.

Properties
- multiplicity = 1
- frontier orbital gap (eV) = 0.50
- relative energy (zero: lowest compared OMol25 entry of this formula, charge and spin) (kcal per mole) = 42.2
- energy (eV) = -176784.4836

Last column: Löwdin charge in e.
Cartesian coordinates (Å):
Ca  -3.617  -0.008  -5.462  1.52
Ca  -2.951  2.985  -8.424  1.47
S  -3.137  2.859  -5.452  0.24
O  -3.922  2.073  -6.355  -0.49
O  -3.957  3.689  -4.606  -0.29
O  -2.452  1.842  -4.659  -0.40
O  -2.260  3.554  -6.387  -0.42
S  -2.333  0.172  -8.477  0.16
O  -2.468  -0.527  -7.239  -0.46
O  -1.427  1.316  -8.395  -0.45
O  -1.890  -0.657  -9.591  -0.33
O  -3.568  0.801  -8.814  -0.46
C  -6.841  -0.823  -7.407  -0.11
O  -5.501  -0.359  -7.182  -0.18
H  -6.940  -1.628  -8.136  0.08
H  -7.229  -1.310  -6.512  0.08
H  -7.546  -0.056  -7.726  0.07
H  -5.162  0.269  -7.824  0.03
C  -0.463  4.895  -9.914  -0.14
O  -0.762  3.911  -8.952  -0.20
H  -0.044  4.433  -10.808  0.09
H  -1.314  5.438  -10.325  0.08
H  0.296  5.595  -9.563  0.09
H  0.024  3.477  -8.612  0.10
C  -6.589  3.478  -2.377  -0.13
O  -5.960  2.707  -3.370  -0.15
H  -5.930  4.145  -1.820  0.08
H  -7.439  3.968  -2.852  0.08
H  -7.003  2.847  -1.591  0.08
H  -5.193  3.160  -3.727  0.00
C  -3.896  7.160  -3.979  -0.16
O  -4.240  6.011  -3.264  -0.12
H  -4.454  7.049  -4.909  0.06
H  -4.267  8.096  -3.562  0.08
H  -2.847  7.260  -4.256  0.07
H  -4.107  5.234  -3.812  0.01
C  -2.447  3.435  -1.669  -0.13
O  -1.606  2.459  -2.308  -0.15
H  -2.383  3.303  -0.589  0.08
H  -2.074  4.395  -2.026  0.08
H  -3.494  3.311  -1.944  0.06
H  -1.941  2.238  -3.180  -0.03
C  -4.424  -0.202  -2.149  -0.13
O  -4.659  0.376  -3.400  -0.23
H  -5.346  -0.556  -1.688  0.08
H  -3.853  -1.124  -2.256  0.08
H  -3.912  0.440  -1.432  0.09
H  -5.211  1.154  -3.297  0.03
C  -1.017  7.068  -6.914  -0.06
O  -2.381  7.496  -7.071  -0.22
P  -3.470  6.799  -8.051  0.53
O  -3.274  5.362  -8.288  -0.30
O  -4.884  7.258  -7.376  -0.25
C  -5.312  8.626  -7.430  -0.07
O  -3.288  7.782  -9.376  -0.25
C  -3.896  7.449  -10.629  -0.09
H  -0.321  7.893  -7.064  0.10
H  -0.794  6.319  -7.674  0.06
H  -0.902  6.559  -5.957  0.08
H  -6.300  8.560  -7.887  0.08
H  -4.574  9.234  -7.953  0.09
H  -5.434  8.989  -6.409  0.09
H  -4.202  6.404  -10.676  0.08
H  -3.172  7.759  -11.382  0.09
H  -4.746  8.118  -10.763  0.09
C  0.776  4.135  -5.272  -0.13
O  1.850  3.470  -4.674  -0.20
P  3.305  4.227  -4.611  0.48
O  3.980  4.605  -5.867  -0.24
O  3.026  5.371  -3.484  -0.23
C  4.051  6.380  -3.242  -0.08
O  4.234  3.171  -3.794  -0.23
C  4.826  2.058  -4.404  -0.12
H  0.506  3.757  -6.258  0.08
H  0.837  5.215  -5.401  0.07
H  -0.115  4.003  -4.658  0.09
H  3.672  7.348  -2.915  0.09
H  4.741  6.442  -4.082  0.08
H  4.657  5.950  -2.444  0.08
H  4.861  2.163  -5.488  0.09
H  4.199  1.202  -4.155  0.08
H  5.836  1.884  -4.034  0.09
C  -6.610  4.254  -6.479  -0.08
O  -7.377  4.077  -7.687  -0.20
P  -6.555  3.911  -9.071  0.50
O  -5.268  3.201  -8.973  -0.30
O  -7.617  3.373  -10.162  -0.20
C  -7.541  2.031  -10.695  -0.07
O  -6.393  5.478  -9.510  -0.23
C  -7.496  6.284  -9.768  -0.13
H  -5.618  4.690  -6.598  0.07
H  -6.383  3.277  -6.051  0.08
H  -7.108  4.883  -5.742  0.10
H  -6.612  1.530  -10.425  0.08
H  -7.582  1.982  -11.783  0.09
H  -8.400  1.508  -10.274  0.09
H  -8.506  5.985  -9.486  0.10
H  -7.467  6.553  -10.823  0.10
H  -7.373  7.197  -9.185  0.07
C  -0.964  -3.119  -6.459  -0.10
O  -0.642  -3.117  -5.100  -0.21
P  -0.737  -1.801  -4.207  0.54
O  -2.110  -1.191  -4.277  -0.35
O  -0.258  -2.233  -2.707  -0.20
C  1.057  -2.691  -2.448  -0.10
O  0.509  -0.907  -4.793  -0.21
C  0.624  0.423  -4.332  -0.09
H  -2.045  -3.079  -6.598  0.09
H  -0.475  -3.963  -6.945  0.10
H  -0.622  -2.185  -6.905  0.08
H  1.497  -2.780  -3.441  0.08
H  1.085  -3.632  -1.898  0.09
H  1.682  -2.053  -1.823  0.09
H  0.015  0.633  -3.453  0.08
H  0.337  1.099  -5.138  0.10
H  1.642  0.529  -3.957  0.09

---

Entry 6:
ORCA calculation (wB97M-V/def2-TZVPD) on an isolated molecule of C3H4ClFS at a distorted geometry.

Properties
- multiplicity = 1
- frontier orbital gap (eV) = 9.15
- relative energy (zero: lowest compared OMol25 entry of this formula, charge and spin) (kcal per mole) = 44.8
- structure (SMILES) = CS/C=C(/F)Cl
- energy (eV) = -29248.6547

Last column: Löwdin charge in e.
Cartesian coordinates (Å):
C  -0.272  -2.766  -0.693  -0.43
S  0.007  -1.115  -1.251  0.88
C  -0.021  -0.444  0.226  -0.63
C  -0.031  0.722  0.799  -0.77
F  0.088  0.731  2.244  -0.07
Cl  0.121  2.151  -0.095  0.72
H  -0.318  -3.330  -1.578  0.00
H  0.486  -3.062  0.282  0.13
H  -1.328  -2.745  -0.331  0.05
H  0.151  -1.242  1.053  0.11